{
  "formula": "C3H7N3O",
  "method": "the ωB97M-V functional and the def2-TZVPD basis",
  "elements": ["C", "N", "C", "O", "N", "C", "N", "H", "H", "H", "H", "H", "H", "H"],
  "positions_angstrom": [[1.993517, 0.551059, -0.133844], [0.825592, 0.421623, 0.744061], [-0.093888, -0.442644, 0.234715], [0.019352, -0.952199, -0.897192], [-1.236457, -1.009471, 0.892922], [-1.909302, -0.569630, -0.352870], [-1.760849, 0.701365, -0.417126], [1.640001, 0.727512, -1.155505], [2.560596, -0.386883, -0.140180], [2.631932, 1.383521, 0.176922], [1.015134, 0.243741, 1.718122], [-1.698830, -0.466640, 1.621912], [-2.397023, -1.325635, -0.974446], [-1.589769, 1.124285, -1.317495]],
  "atomic_forces_ev_per_a": [[0.3, 0.0, 0.0], [-0.1, -0.8, 0.0], [1.4, -1.8, 0.1], [1.4, 0.1, 0.3], [-0.2, 0.2, -0.2], [-1.5, 1.3, 0.3], [-0.9, 0.0, -0.7], [0.1, 0.0, 0.4], [0.1, 0.2, -0.1], [-0.2, -0.2, 0.1], [0.0, 0.4, 0.2], [0.7, 0.2, 0.2], [0.2, 0.3, 0.0], [-1.3, 0.0, -0.5]],
  "nbo_charge": [-0.417, -0.609, 0.808, -0.665, -0.673, 0.351, -0.751, 0.231, 0.195, 0.203, 0.390, 0.377, 0.194, 0.365],
  "multiplicity": 1,
  "relative_energy_kj_mol": 351.0,
  "homo_energy_ev": -9.2,
  "fmax_ev_per_a": 2.322,
  "lumo_ha": 0.0365,
  "gap_ev": 10.21
}